41
Properties=species:S:1:pos:R:3:forces:R:3:mulliken_charge:R:1 method="wB97M-V/def2-TZVPD" total_energy_ha=-2006.07115 charge=+1 lumo_ha=-0.2476 e_above_lowest_kj_mol=0.00 spin_multiplicity=1 homo_lumo_gap_ev=5.382
H 0.0513 -1.0074 0.5350 -0.1 -1.4 -1.2 -0.0809
Si 0.0634 -2.8926 -2.1009 1.1 -1.4 -1.9 0.7432
Cl 2.0070 -3.2486 -2.5403 -0.5 0.4 0.6 -0.1298
C -0.7221 -4.4378 -1.4864 -0.2 0.9 1.1 -0.8278
C -0.6518 -1.7697 -3.3669 -0.2 0.7 1.2 -0.8281
H -1.7473 -4.2141 -1.1665 0.1 -0.4 -0.2 0.3593
H -0.6885 -5.1218 -2.3450 0.0 0.1 0.1 0.3553
H -0.1567 -4.8498 -0.6373 -0.2 0.0 -0.4 0.3069
H -1.6756 -1.5080 -3.0770 0.1 0.0 -0.4 0.3667
H -0.0544 -0.8514 -3.4555 -0.2 -0.3 -0.2 0.3039
H -0.6149 -2.3516 -4.2968 0.0 0.0 0.1 0.3532
F 5.6402 2.5216 -0.6753 -0.2 -0.5 0.8 -0.2608
C 5.4496 1.8844 0.5134 1.1 0.7 0.1 0.8848
F 6.3841 0.8838 0.5831 -0.9 0.9 0.0 -0.2570
F 5.7511 2.7921 1.4959 -0.1 -0.8 -0.8 -0.2397
C 4.0559 1.3723 0.6957 -0.2 0.1 0.2 0.2372
C 3.8467 0.3675 1.6384 -0.8 -0.2 -0.4 -0.7615
C 2.5517 -0.1399 1.8008 0.4 0.5 0.2 -0.8114
C 1.4585 0.3807 1.0882 0.1 -0.6 -0.1 0.8745
C 0.1092 -0.3053 1.3223 0.4 0.9 0.7 -0.5876
C -1.2330 0.4091 1.2128 -0.1 0.4 -0.1 0.7304
C -1.4089 1.7376 0.7906 -0.5 0.1 -0.5 -0.2905
C -2.6975 2.2020 0.4539 0.6 -0.7 0.3 -0.9371
C -3.7911 1.3622 0.6529 0.1 -0.3 -0.1 0.3122
C -5.1336 1.8564 0.2471 -1.1 0.8 -0.2 0.8661
F -6.0671 0.8700 0.1583 0.6 0.8 0.2 -0.2692
F -5.5877 2.7971 1.1335 0.1 -0.8 -0.8 -0.2423
F -5.0860 2.4664 -0.9764 -0.1 -0.4 0.8 -0.2602
C -3.6606 0.0762 1.1787 1.3 0.4 0.0 -0.7529
C -2.3622 -0.3993 1.4170 -0.6 0.4 -0.2 -0.9075
C 1.7200 1.3001 0.0688 0.6 0.5 -0.1 -0.4629
C 2.9985 1.8899 -0.0481 -0.3 -0.8 -0.3 -0.7770
H 4.6721 -0.0338 2.2144 -0.1 0.0 -0.1 0.4181
H 2.4072 -0.9798 2.4818 -0.1 0.4 0.0 0.3273
H 0.1656 -0.9091 2.2457 -0.1 0.4 -0.3 0.4247
H -0.5706 2.4212 0.6041 -0.3 -0.5 0.3 0.5339
H -2.8291 3.1812 -0.0084 0.0 -0.2 0.3 0.4131
H -4.5247 -0.5300 1.4024 0.0 0.0 -0.2 0.4694
H -2.2457 -1.4313 1.7390 0.1 0.1 0.1 0.4251
H 0.9894 1.5307 -0.7121 0.0 0.2 0.6 0.5618
H 3.1875 2.6789 -0.7811 -0.1 -0.4 0.2 0.4172